[1]
This record from OMol25 describes a 2-piece molecular cluster, C2H5BO2 overall at a distorted geometry. The level of theory is wB97M-V/def2-TZVPD.

```
10
Properties=species:S:1:pos:R:3:forces:R:3
C 0.3932 -0.4693 -0.8474 1.7 -1.5 -0.5
H 1.2497 -2.4148 -1.2380 -0.5 -0.9 -1.4
O 0.7536 1.8237 0.5107 -0.2 0.0 0.1
C 1.3102 -1.4543 -0.8236 1.2 1.7 2.2
H 2.2485 -1.3581 -0.2340 -0.9 0.0 0.0
H -2.6923 1.5353 1.1930 0.4 -1.3 -0.7
B 0.4843 0.7958 -0.0653 0.7 0.9 0.3
O -1.9928 0.8298 1.2365 -1.6 1.5 0.1
H -0.2318 -0.5559 -1.6750 -2.0 -0.1 -0.8
H -1.5226 1.2678 1.9429 1.1 -0.3 0.5
```
Positions in Å, forces in eV/Å.

Values from the calculation:
**HOMO**: -10.525 eV
**ΔE to the lowest compared entry with this formula, charge and spin**: 44.47 kcal/mol
**HOMO-LUMO gap**: 11.0 eV



[2]
This record from OMol25 describes a 13-piece molecular cluster, C25H76N10O13 overall at a distorted geometry. The level of theory is wB97M-V/def2-TZVPD.

```
124
Properties=species:S:1:pos:R:3:forces:R:3
C -4.2760 -15.2530 -21.6940 -0.9 -2.4 0.8
C -6.1060 -10.9250 -27.8580 -0.3 0.0 2.1
H -6.0780 -11.8100 -27.2510 -0.1 -0.7 0.1
H -0.4420 -18.6050 -22.5080 0.2 -0.8 -0.4
H -1.7110 -13.3160 -27.3760 -0.1 0.4 -0.2
H -3.4860 -9.8450 -29.0800 -0.2 0.2 -0.3
C -2.9610 -17.1240 -28.0360 -5.2 0.8 -4.1
H -7.7930 -18.8630 -25.1970 -0.6 0.3 -1.5
O -6.5670 -14.4100 -26.9760 -1.3 -0.5 0.7
N -1.0430 -17.2730 -24.4200 -0.4 1.0 -2.2
C -2.9260 -15.7090 -28.6380 -0.1 0.1 -1.1
N -1.6640 -10.3570 -28.4920 -0.1 4.4 0.2
C -4.3410 -17.5010 -27.3600 1.6 -0.8 -2.1
H -6.6730 -13.5710 -25.3250 -1.2 1.2 1.5
H -4.8040 -16.5910 -27.1290 -0.9 1.1 0.7
H -6.1510 -14.4820 -22.1400 -1.2 -0.9 0.7
H -5.4860 -13.3410 -23.4620 -0.6 0.1 -0.8
H -6.2950 -12.7030 -20.6000 -0.3 0.1 -0.3
H -6.5240 -15.8310 -23.7850 -0.2 -0.3 0.2
H -5.6990 -14.1440 -19.7860 0.2 0.7 -0.1
H -2.7890 -14.9220 -27.9370 0.0 0.2 1.3
O -1.9060 -9.8760 -23.9800 0.7 0.5 -1.7
H -1.7130 -10.5420 -20.0220 -0.6 -0.3 0.4
H -4.7230 -17.7740 -23.1630 0.2 -0.2 -1.0
H -2.1670 -13.3720 -21.2700 -1.6 0.2 -1.7
H -4.0090 -15.1920 -26.0300 0.1 -0.1 -0.2
H 0.4120 -14.4950 -23.1200 0.0 0.4 -0.2
O -4.4300 -10.0460 -29.0700 2.1 2.9 -9.5
H -3.5170 -15.0880 -20.9920 1.0 0.4 1.5
C -7.2790 -11.9890 -23.9550 -3.2 2.4 5.9
H -5.4440 -8.5980 -26.8730 0.2 0.1 0.3
H -3.3710 -10.9890 -19.3770 2.0 -0.7 0.2
C -1.6970 -12.6400 -19.4440 4.2 7.5 -2.9
H -2.4970 -13.5960 -23.9650 -1.9 0.4 -0.1
H -6.8560 -10.1550 -24.3880 0.1 1.1 0.4
H -1.4520 -16.4460 -27.3370 0.8 0.2 0.3
O -1.1980 -15.5530 -22.8610 -0.5 -5.3 -1.1
H -3.7510 -8.4270 -27.2450 0.1 -0.1 -0.7
C -5.4340 -13.3530 -20.5320 -0.7 -1.3 2.5
H -0.6840 -12.2990 -21.2610 -0.7 -0.5 0.0
H -1.0070 -18.2470 -24.6170 -0.3 -0.4 -0.4
H -2.7220 -17.7680 -28.9160 -0.1 -0.4 0.7
H -4.9090 -17.9970 -28.1270 -0.7 -0.3 -0.2
H -4.6990 -14.5010 -24.6420 -1.7 -0.9 1.1
H -4.9990 -8.1830 -23.7940 1.0 -2.8 1.8
H -0.7930 -12.6110 -18.9590 2.8 0.3 2.0
H -1.4560 -11.7470 -23.2690 0.6 -1.5 -0.6
H -3.6830 -15.5270 -22.5440 -0.3 0.1 -0.9
H -6.7930 -18.2670 -23.3450 -1.3 -0.3 2.4
H -5.8980 -16.3080 -25.2840 1.0 0.6 -1.7
H -6.5680 -11.1480 -28.7690 -0.2 -0.3 -1.7
C -3.6900 -12.6100 -25.5720 1.2 0.0 2.1
H -1.8620 -10.7970 -18.3390 -0.3 0.0 0.8
H -3.3500 -15.8000 -24.5090 -0.6 -0.1 0.3
O -2.5250 -13.3570 -18.8940 -7.5 -7.1 5.3
H -4.8570 -16.1830 -21.3210 0.8 1.3 -0.5
H -1.4010 -9.3570 -28.2040 -0.4 -2.5 -0.4
C -4.4940 -9.1480 -26.9110 -0.8 0.2 0.4
H -6.6310 -13.3980 -28.7620 -1.2 0.9 -0.7
H -1.1560 -13.8580 -25.0570 0.8 0.1 -0.8
C -2.2300 -11.1870 -19.2690 -0.3 1.2 -2.1
O 1.3410 -11.4430 -23.8470 -1.3 -5.9 -1.1
C 1.0330 -12.7510 -24.0540 1.8 6.8 1.6
C -5.2080 -14.0780 -21.8160 -2.6 -4.8 4.8
N 0.9310 -13.6130 -23.0660 -0.1 -2.0 1.1
C -1.5780 -11.3440 -27.6270 5.1 0.2 6.3
O -2.1060 -17.0930 -27.0910 5.4 -0.9 5.0
O -7.9520 -11.7300 -22.6930 3.6 -1.5 -7.2
H -3.8990 -9.5880 -23.6050 1.0 -0.5 -0.6
H -0.9860 -9.8120 -24.3010 -0.9 0.5 -1.0
N -5.0420 -10.5900 -21.5940 -0.9 -0.6 2.2
O -1.8930 -14.0730 -25.6340 7.6 -1.9 -5.0
H -3.8990 -12.7780 -26.5420 -0.1 -0.9 -3.7
H -2.1170 -15.5390 -29.3540 0.2 -0.6 -0.1
C -1.3070 -13.0730 -20.7600 0.8 1.9 -2.5
H -2.3250 -12.7530 -28.9500 0.8 0.3 1.4
H -1.6880 -10.5470 -29.4550 0.1 -0.2 -1.2
H -4.0190 -11.0860 -27.5970 0.3 -1.1 1.0
C -6.2500 -17.9350 -24.1600 -6.3 -2.1 -3.2
C -6.7270 -19.0250 -25.2150 -0.4 0.6 1.7
H -3.1340 -11.7200 -25.5080 0.6 1.3 0.3
O -5.9710 -8.3450 -21.5260 2.7 -5.7 -3.4
C -4.7310 -10.3500 -27.9040 -0.6 -0.9 8.0
H -6.1370 -18.9970 -26.1470 -0.8 -0.1 0.4
H -6.0150 -11.1710 -25.4340 -1.0 -0.4 0.9
N -1.7500 -12.5800 -28.0910 -1.3 -1.4 -1.2
C -6.0600 -14.1000 -28.2320 0.9 -0.5 -0.8
H -2.2070 -14.2540 -18.8220 -0.2 -0.6 0.2
H -4.6010 -12.7820 -20.1050 0.2 -0.4 -0.4
H -5.0770 -13.6490 -28.2180 0.4 -0.1 0.7
H -5.5210 -10.8760 -20.7040 0.5 1.4 -1.6
N -6.7920 -11.0660 -24.7640 0.6 1.8 -0.4
H -7.6390 -13.8460 -23.8430 0.2 -0.4 -0.3
H -0.7470 -13.9460 -20.8330 1.4 -1.8 0.7
H 0.8900 -14.2760 -25.4780 -0.1 2.0 0.7
N -4.7380 -9.1510 -23.3300 -0.7 3.6 -4.1
H -5.9980 -15.0040 -28.8010 0.2 -0.6 -0.7
H -4.2440 -18.1720 -26.5090 0.3 0.3 0.0
H -0.9600 -17.5700 -21.2250 -0.2 -0.3 -3.3
N -7.0980 -13.2030 -24.4090 0.0 -4.0 -0.6
H -7.4240 -14.8810 -27.1380 1.1 0.6 0.5
H -6.7690 -19.9960 -24.6980 1.1 0.0 -0.4
H -4.6660 -12.5090 -25.2320 -1.5 0.4 1.6
H -3.7990 -15.4050 -29.1420 -1.3 0.0 -0.9
C -3.8220 -14.9500 -24.9880 0.2 -0.2 -0.9
O -0.9900 -11.1340 -26.4080 -3.2 -0.9 -5.4
H 0.6860 -12.5900 -26.0460 0.0 -0.6 1.0
O -4.9410 -13.2470 -22.6990 4.3 6.8 -6.2
H -6.7920 -10.3080 -27.3230 -0.6 0.8 0.2
O -5.0120 -18.0860 -24.0510 9.5 -0.9 3.0
C -2.9380 -13.7750 -24.9860 -4.4 1.5 5.0
C -6.5900 -16.5900 -24.5690 -2.2 1.2 0.5
N 0.7640 -13.2520 -25.2490 -0.2 -1.3 -3.4
H -1.3140 -16.6210 -25.1720 0.2 -0.7 0.7
H 1.3480 -13.4420 -22.1860 0.2 0.7 0.6
H -4.5580 -11.4100 -21.9350 -0.2 0.5 -1.0
C -5.2910 -9.4120 -22.1940 -3.6 4.9 6.7
N -0.9980 -17.8140 -22.2980 -0.2 -1.0 6.5
C -1.6550 -10.7710 -22.9500 -0.9 1.9 2.0
H -2.5880 -10.7930 -22.3560 0.8 -0.1 0.3
H -0.8080 -10.2590 -22.4490 -0.4 -1.3 0.8
H -4.1120 -9.3450 -25.8940 -0.6 -0.6 -0.3
C -1.1650 -16.8770 -23.1740 1.3 7.6 0.2
H -7.5910 -16.6670 -24.9730 -0.4 0.8 -0.2
```
Positions in Å, forces in eV/Å.

Values from the calculation:
**HOMO**: -7.719 eV
**ΔE to the lowest compared entry with this formula, charge and spin**: 174.77 kcal/mol
**HOMO-LUMO gap**: 7.5 eV



[3]
This record from OMol25 describes C4H8O3 in the gas phase. The level of theory is wB97M-V/def2-TZVPD.

```
15
Properties=species:S:1:pos:R:3:forces:R:3
H -1.5211 -1.8644 0.4962 0.2 0.1 0.0
O -0.5719 0.8474 0.7562 0.2 -0.1 -0.4
H 0.6243 2.8324 -0.2927 -0.1 -0.1 -0.2
C 0.4603 -1.1347 -0.1227 0.0 0.0 0.1
C -0.4617 -1.9498 0.7852 0.0 -0.2 -0.2
H 0.5959 2.8086 -2.0889 -0.1 -0.1 0.1
H 1.4195 -1.1634 0.4098 0.1 0.1 -0.4
O 0.4537 0.9816 -1.2274 0.0 -0.1 0.1
H -0.4331 -0.5823 2.1040 -0.1 -0.2 0.2
H -0.1908 -3.0073 0.7321 0.0 0.1 0.0
O -0.2593 -1.5382 2.1150 -0.2 0.1 0.3
H 0.5872 -1.5284 -1.1354 -0.1 0.1 0.2
C 0.1685 2.3861 -1.1805 0.0 0.3 -0.1
C 0.0450 0.3136 -0.1466 -0.2 0.1 0.4
H -0.9095 2.5565 -1.1419 0.1 0.0 0.0
```
Positions in Å, forces in eV/Å.

Values from the calculation:
**HOMO**: -10.259 eV
**ΔE to the lowest compared entry with this formula, charge and spin**: 19.00 kcal/mol
**HOMO-LUMO gap**: 11.1 eV



Number 1: energy -254.543459 hartree. Number 2: energy -2523.441279 hartree. Number 3: energy -382.934547 hartree.